Density functional theory data (ωB97M-V/def2-TZVPD) for C35H48InN9O4PSi as an isolated structure in a non-equilibrium geometry.

Positions of all 99 atoms, in Å:
In  -16.4934  -4.0889  6.4904
N  -17.6629  -0.7978  5.6413
C  -17.4852  -1.0994  6.9821
N  -17.7279  -0.1676  7.9027
N  -17.5850  -0.7572  9.0992
N  -17.2668  -2.0377  8.9102
N  -17.1262  -2.2439  7.5612
C  -17.1498  -1.5374  4.6022
N  -16.8310  -1.1165  3.3662
N  -16.2975  -2.2024  2.7570
N  -16.2126  -3.1976  3.5803
N  -16.7564  -2.8000  4.7613
H  -17.7735  0.1926  5.4705
C  -11.9691  -8.5657  4.3441
C  -13.3639  -9.2275  4.3624
C  -13.4837  -10.5227  3.9575
C  -14.7412  -11.0827  3.6687
C  -15.9047  -10.3277  3.7784
C  -15.8299  -9.0579  4.3453
C  -14.5658  -8.4951  4.6095
P  -14.7145  -6.7517  5.1231
C  -13.3243  -5.8391  4.2423
C  -12.1618  -5.4620  4.9545
C  -11.3203  -4.5430  4.4053
C  -11.5078  -4.1545  3.1137
C  -12.5693  -4.6186  2.3483
C  -13.5896  -5.4575  2.9276
C  -14.7930  -5.8393  2.0784
C  -14.1566  -6.8277  6.8616
C  -13.9425  -8.0800  7.4909
C  -13.6302  -8.1960  8.8194
C  -13.7075  -7.0442  9.6164
C  -13.9730  -5.7788  9.0400
C  -14.0899  -5.6842  7.6299
C  -14.4052  -4.3346  7.1089
H  -11.2486  -9.2963  4.0739
H  -11.7253  -8.2455  5.3644
H  -11.8466  -7.7243  3.6611
H  -12.6027  -11.1092  3.8381
H  -14.8007  -12.1447  3.2407
H  -16.8715  -10.7715  3.5597
H  -16.6941  -8.4162  4.4794
H  -11.9947  -5.8072  6.0168
H  -10.4042  -4.3315  4.9543
H  -10.8923  -3.4163  2.6699
H  -12.5825  -4.3727  1.3535
H  -15.4584  -4.9747  1.9074
H  -15.4571  -6.5266  2.5202
H  -14.4293  -6.2642  1.1171
H  -13.9522  -8.9041  6.8270
H  -13.4187  -9.1607  9.2559
H  -13.4620  -7.2166  10.6702
H  -13.9681  -4.8266  9.6252
H  -13.7442  -3.9896  6.3122
H  -14.2361  -3.4914  7.8307
C  -20.7502  -2.9791  6.8896
C  -21.0844  -4.0261  5.8858
C  -20.6042  -3.5198  4.5115
C  -22.5837  -4.3148  5.8595
O  -20.4371  -5.2348  6.1959
Si  -19.1365  -6.2449  6.1479
O  -17.7530  -5.6320  6.6651
O  -19.5586  -7.5886  7.0481
C  -19.2728  -7.9474  8.4061
C  -17.7958  -8.3733  8.4187
C  -20.3169  -9.0017  8.8602
C  -19.5402  -6.7110  9.3283
O  -18.8613  -6.7613  4.6025
C  -19.6133  -7.5200  3.6388
C  -19.4466  -9.0510  4.0637
C  -21.0978  -7.2123  3.5655
C  -18.9875  -7.2682  2.2537
H  -21.0341  -1.9656  6.6123
H  -19.6533  -2.8540  7.0527
H  -21.0996  -3.2064  7.8786
H  -21.0733  -2.5989  4.1607
H  -20.8435  -4.3270  3.8567
H  -19.5597  -3.4890  4.5090
H  -23.0917  -3.3798  5.5645
H  -22.8752  -4.5908  6.8318
H  -22.8525  -5.1426  5.1757
H  -17.6692  -9.3814  7.9615
H  -17.3973  -8.4136  9.4409
H  -17.1571  -7.6430  7.8093
H  -20.1264  -9.9524  8.3152
H  -21.2832  -8.6673  8.5395
H  -20.1503  -9.1659  9.8736
H  -18.8213  -5.8848  9.2009
H  -19.4045  -7.0144  10.3546
H  -20.5031  -6.2642  9.1077
H  -19.9671  -9.1447  4.9997
H  -18.3906  -9.4076  4.2461
H  -19.9594  -9.7837  3.3876
H  -21.6066  -7.3655  4.5176
H  -21.6086  -7.9270  2.9275
H  -21.2834  -6.2068  3.3635
H  -17.9573  -7.6135  2.1313
H  -19.0855  -6.2243  1.9793
H  -19.5057  -7.8309  1.5234

Atoms 1-3, force components in eV/Å:
In 0.606 0.300 0.093
N -0.022 0.271 -0.295
C 0.068 0.778 0.951

Results
electronic energy	-81021.69788	eV
HOMO	-5.75	eV
LUMO energy	2.42	eV
gap between HOMO and LUMO	8.168	eV
energy relative to the best compared isomer or geometry (same formula, charge and spin)	153.8	kJ/mol
net charge	-1


Density functional theory data (ωB97M-V/def2-TZVPD) for C67H81AsBrFNO3V as an isolated structure in a non-equilibrium geometry.

Positions of all 156 atoms, in Å:
V  -0.0194  -0.2066  -0.0685
C  -6.0610  -2.2231  2.7719
C  -6.0615  -0.7293  2.4140
C  -5.8630  0.1176  3.6805
C  -7.4202  -0.3897  1.7967
C  -4.9086  -0.4550  1.4596
C  -3.6419  -0.9107  1.7900
C  -2.5754  -0.6451  0.9381
N  -1.2589  -0.9264  1.1009
C  -0.6907  -1.2915  2.2949
C  -1.1074  -2.2722  3.1822
C  -0.4499  -2.4189  4.3970
C  0.5804  -1.5324  4.6901
C  1.0313  -0.5455  3.8227
C  0.4264  -0.4587  2.5582
O  0.7319  0.3714  1.5815
C  2.1040  0.4551  4.2228
C  1.4396  1.8405  4.2568
C  3.2244  0.4342  3.1793
C  2.7186  0.1729  5.5970
C  -0.8953  -3.5123  5.3557
C  -2.3762  -3.3116  5.7063
C  -0.7284  -4.8791  4.6763
C  -0.1014  -3.5219  6.6653
C  -2.7375  0.1760  -0.2079
O  -1.5803  0.5348  -0.7370
C  -4.0223  0.5924  -0.5786
C  -5.0685  0.2564  0.2748
C  -4.2633  1.5013  -1.7759
C  -5.7227  1.5121  -2.2492
C  -3.4052  1.0586  -2.9645
C  -3.8761  2.9168  -1.3308
H  -6.9525  -2.4908  3.3365
H  -6.0406  -2.8160  1.8590
H  -5.1941  -2.4824  3.3737
H  -6.6501  -0.0899  4.4038
H  -4.9004  -0.0927  4.1434
H  -5.8919  1.1779  3.4318
H  -8.2183  -0.7051  2.4648
H  -7.5245  0.6811  1.6389
H  -7.5507  -0.9067  0.8488
H  -3.4542  -1.4162  2.7228
H  -1.9151  -2.9299  2.8905
H  1.0690  -1.6131  5.6413
H  1.0082  2.0733  3.2845
H  0.6395  1.8552  4.9971
H  2.1696  2.6066  4.5120
H  2.8278  0.7238  2.2124
H  4.0139  1.1332  3.4440
H  3.6526  -0.5646  3.0999
H  1.9863  0.2984  6.3914
H  3.1364  -0.8311  5.6498
H  3.5287  0.8783  5.7686
H  -3.0000  -3.3217  4.8165
H  -2.7081  -4.1139  6.3623
H  -2.5243  -2.3617  6.2162
H  -1.3603  -4.9544  3.7954
H  0.3055  -5.0347  4.3746
H  -1.0086  -5.6780  5.3616
H  -0.2710  -2.6068  7.2286
H  -0.4317  -4.3595  7.2766
H  0.9660  -3.6350  6.4877
H  -6.0502  0.6058  0.0161
H  -6.0999  0.5025  -2.3926
H  -6.3680  2.0407  -1.5535
H  -5.7794  2.0311  -3.2033
H  -3.6326  0.0272  -3.2272
H  -3.6002  1.6819  -3.8347
H  -2.3499  1.1306  -2.7171
H  -4.5219  3.2441  -0.5189
H  -2.8493  2.9293  -0.9711
H  -3.9685  3.6133  -2.1605
C  6.8272  -3.7901  1.1193
C  5.5936  -4.6525  0.8305
C  5.8611  -5.4807  -0.4364
C  5.3717  -5.5888  2.0267
C  4.3492  -3.8143  0.5775
C  4.3947  -2.4468  0.3616
C  3.2354  -1.7677  0.0599
Br  3.3791  0.0618  -0.4130
C  1.9571  -2.3518  -0.0238
O  0.9470  -1.5496  -0.2743
C  1.9179  -3.7580  0.1506
C  3.1054  -4.4196  0.4409
C  0.6845  -4.6285  -0.0675
C  0.8566  -5.3533  -1.4115
C  -0.6119  -3.8248  -0.0991
C  0.5390  -5.6702  1.0506
H  7.6759  -4.4337  1.3425
H  6.6584  -3.1413  1.9755
H  7.0933  -3.1812  0.2594
H  6.7698  -6.0665  -0.3183
H  5.9833  -4.8229  -1.2946
H  5.0372  -6.1609  -0.6416
H  6.2722  -6.1668  2.2240
H  4.5617  -6.2889  1.8438
H  5.1287  -5.0126  2.9164
H  5.3135  -1.8869  0.3805
H  3.0571  -5.4899  0.5458
H  0.9007  -4.6416  -2.2337
H  0.0147  -6.0215  -1.5766
H  1.7712  -5.9411  -1.4195
H  -0.6197  -3.1352  -0.9413
H  -0.7213  -3.2690  0.8290
H  -1.4615  -4.5003  -0.1969
H  1.3205  -6.4232  1.0187
H  -0.4131  -6.1846  0.9380
H  0.5542  -5.1824  2.0215
C  -1.8305  5.9182  -2.0733
C  -1.1532  5.6541  -0.8951
C  -0.4564  4.4676  -0.7499
C  -0.4244  3.5186  -1.7712
C  -1.1552  3.7744  -2.9298
C  -1.8331  4.9741  -3.0861
As  0.6604  1.9046  -1.4223
C  2.3396  2.8857  -1.0951
C  3.3600  3.0073  -2.0310
C  4.5820  3.5552  -1.6817
C  4.8049  3.9928  -0.3884
C  3.7947  3.8840  0.5545
C  2.5815  3.3176  0.2060
C  1.0804  1.3419  -3.2449
C  1.2271  2.2713  -4.2728
C  1.6917  1.8854  -5.5168
C  2.0612  0.5692  -5.7457
C  1.9159  -0.3692  -4.7366
C  1.4237  0.0177  -3.4992
H  -2.3660  6.8481  -2.1969
H  -1.1638  6.3806  -0.0943
H  0.0620  4.2648  0.1819
H  -1.2175  3.0272  -3.7129
H  -2.3688  5.1746  -4.0053
H  3.2293  2.6396  -3.0405
H  5.3728  3.6231  -2.4174
H  5.7681  4.3937  -0.1092
H  3.9624  4.2254  1.5667
H  1.8251  3.1548  0.9688
H  1.0106  3.3168  -4.0882
H  1.7972  2.6232  -6.2996
H  2.4659  0.2852  -6.7069
H  2.2162  -1.3966  -4.8995
H  1.3194  -0.7271  -2.7110
F  -3.1997  -3.3027  -7.9864
C  -2.8344  -2.8954  -6.7505
C  -2.1046  -1.7195  -6.6056
C  -1.7018  -1.3330  -5.3520
C  -2.0397  -2.1029  -4.2007
C  -1.6898  -1.7076  -2.9280
C  -2.7996  -3.2902  -4.4031
C  -3.1899  -3.6782  -5.6559
H  -1.8660  -1.1303  -7.4771
H  -1.1530  -0.4111  -5.2217
H  -1.1070  -0.8168  -2.7643
H  -2.0597  -2.2495  -2.0741
H  -3.0655  -3.8810  -3.5370
H  -3.7615  -4.5817  -5.8018

Atoms 1-3, force components in eV/Å:
V -1.160 2.841 2.171
C -0.046 0.148 -0.031
C -0.096 -0.039 0.072

Results
electronic energy	-237714.72834	eV
multiplicity	3
HOMO (alpha / beta)	-7.03 / -7.14	eV
LUMO energy (alpha / beta)	-0.22 / -0.40	eV
gap between HOMO and LUMO (alpha / beta)	6.809 / 6.739	eV
<S²>	2.08
net charge	0